Record 1
Molecular formula: C15H15AuBrN2O4S
Method: DFT, ωB97M-V/def2-TZVPD

Element x y z (Å)
1 Au -1.08965 1.26121 -0.02204
2 C 5.01325 -3.28242 0.59749
3 C 4.07684 -2.16109 0.96546
4 C 4.46609 -0.83103 0.82033
5 C 3.62038 0.20356 1.18371
6 C 2.36193 -0.08019 1.69939
7 C 1.95832 -1.39620 1.84998
8 C 2.81456 -2.42682 1.48232
9 S 1.25658 1.26811 2.09689
10 O 0.17399 0.64509 2.82559
11 O 2.07931 2.23565 2.78958
12 N 0.76695 1.79466 0.69568
13 C 1.37943 2.97588 0.08593
14 C 0.37155 3.94434 -0.58506
15 O 0.88101 4.95972 -1.07820
16 O -0.84737 3.61061 -0.58863
17 H 5.69133 -2.98240 -0.20228
18 H 4.46201 -4.16262 0.26425
19 H 5.62469 -3.58114 1.45279
20 H 5.44687 -0.60533 0.41527
21 H 3.92711 1.23619 1.07419
22 H 0.97402 -1.59539 2.25161
23 H 2.49387 -3.45701 1.59817
24 H 2.07796 2.67692 -0.70442
25 H 1.93995 3.54733 0.82374
26 C -4.79455 -0.34047 -3.66678
27 C -4.47432 -0.26605 -2.19981
28 C -5.34521 -0.72068 -1.21854
29 C -4.99056 -0.61695 0.11356
30 C -3.76529 -0.05852 0.43521
31 Br -3.24836 0.08165 2.23190
32 N -2.90911 0.38057 -0.48926
33 C -3.27305 0.27537 -1.77634
34 H -5.78221 -0.77097 -3.82714
35 H -4.06591 -0.95576 -4.19611
36 H -4.77789 0.65101 -4.12053
37 H -6.29980 -1.15328 -1.49299
38 H -5.64380 -0.95868 0.90209
39 H -2.55092 0.65514 -2.48696

Calculated values
**Frontier orbital gap**: 6.43 eV
**Net charge**: -1

Results of the Mulliken charge analysis, in e, for atoms 1 through 6: 0.40 -1.39 0.83 -0.71 -0.53 0.11

Record 2
Molecular formula: C15H15B11Br6MgN6O2S3Sb
Method: DFT, ωB97M-V/def2-TZVPD

Element x y z (Å)
1 Mg -0.51718 0.09776 -0.42127
2 N -1.56207 3.40591 2.01622
3 C -0.57817 2.68521 1.47180
4 N -1.11149 1.63964 0.88412
5 C -2.44884 1.77836 1.09416
6 N -2.76294 2.84496 1.78738
7 C -3.38542 0.78391 0.57419
8 C -4.76011 0.85306 0.77445
9 N -5.57452 -0.08452 0.31066
10 C -5.01837 -1.09781 -0.34224
11 C -3.64721 -1.17387 -0.55017
12 N -2.83396 -0.22563 -0.10291
13 H -1.49626 4.26312 2.53790
14 H 0.47083 2.93083 1.51146
15 H -5.19372 1.68380 1.31679
16 H -5.67500 -1.87625 -0.71019
17 H -3.20175 -2.01537 -1.06791
18 S 0.15414 0.77167 -4.68068
19 Sb -1.79320 -0.16254 -3.85752
20 S -1.50687 1.67429 -2.40735
21 S -0.66769 -1.96535 -2.34949
22 Br 2.07664 0.29561 1.82742
23 B 2.04761 -1.43250 2.75034
24 B 2.70677 -1.65932 4.36710
25 C 1.74428 -2.89718 5.02056
26 B 0.95118 -1.71896 4.10307
27 B 0.45593 -3.42840 4.05261
28 B 1.90705 -4.42294 4.28840
29 B 3.29660 -3.33071 4.48188
30 B 3.51020 -2.41960 2.97736
31 Br 5.24997 -1.81113 2.35215
32 B 3.01494 -4.14298 2.93290
33 Br 4.20083 -5.53452 2.27128
34 B 1.24458 -4.20237 2.66167
35 Br 0.37644 -5.63627 1.67193
36 B 0.67603 -2.52241 2.55956
37 Br -0.86771 -2.01625 1.43386
38 B 2.24317 -2.96816 1.84346
39 Br 2.52598 -3.02610 -0.08324
40 H 3.16978 -0.81789 5.04622
41 H 1.58264 -2.88220 6.08722
42 H 0.24123 -0.91449 4.59009
43 H -0.57640 -3.74989 4.51701
44 H 1.84362 -5.41061 4.92517
45 H 4.15139 -3.59858 5.24534
46 O 2.09843 2.02514 -0.68545
47 C 2.23980 1.04406 -1.36544
48 N 1.23496 0.05097 -1.49421
49 C 1.64484 -0.81850 -2.36927
50 O 0.95442 -1.81864 -2.83785
51 C 3.02264 -0.57277 -2.82209
52 C 3.87085 -1.26753 -3.65567
53 C 5.14973 -0.74050 -3.82136
54 C 5.53852 0.43057 -3.18439
55 C 4.66795 1.12800 -2.34861
56 C 3.40793 0.59974 -2.18079
57 H 3.56641 -2.18293 -4.14390
58 H 5.85966 -1.25683 -4.45406
59 H 6.54200 0.80494 -3.34007
60 H 4.96658 2.03944 -1.84909

Calculated values
**Spin multiplicity**: 2
**Frontier orbital gap (spin up / spin down)**: 7.39 / 6.71 eV
**Net charge**: 0
**ΔE to the lowest compared entry with this formula, charge and spin**: 0.0 kJ/mol

Results of the Mulliken charge analysis, in e, for atoms 1 through 6: 0.69 0.11 -0.47 0.05 0.10 -0.71

Record 3
Molecular formula: C15H15Br4ClN2O8PRu
Method: DFT, ωB97M-V/def2-TZVPD

Element x y z (Å)
1 Ru 0.73207 0.36126 -0.25929
2 Br -1.48302 4.36655 -5.38135
3 C -0.41489 3.29660 -4.26719
4 C 1.00958 3.35582 -4.38011
5 Br 1.79573 4.49167 -5.65202
6 C 1.80739 2.59978 -3.56013
7 Br 3.67762 2.62495 -3.61774
8 C 1.21877 1.77055 -2.57327
9 O 1.89980 1.06603 -1.75437
10 C -0.22273 1.65401 -2.49930
11 O -0.72421 0.81090 -1.67382
12 C -1.01177 2.46311 -3.35492
13 Br -2.87295 2.30727 -3.15540
14 O 1.40070 3.77268 1.91251
15 Cl 1.50364 2.97555 0.74356
16 O 1.96332 3.71427 -0.37548
17 O 0.15386 2.40000 0.42565
18 O 2.33763 1.80537 0.98983
19 C -2.64746 -1.15341 2.77070
20 P -1.62461 0.07238 1.94792
21 C -0.75633 0.98373 3.22376
22 C -2.72816 1.21049 1.11621
23 O -0.69205 -0.64227 0.98959
24 H -3.29881 -0.68855 3.51112
25 H -2.00435 -1.88222 3.26379
26 H -3.25964 -1.66781 2.03035
27 H -1.46699 1.40798 3.93449
28 H -0.18151 1.78908 2.76714
29 H -0.08091 0.30820 3.74910
30 H -3.46602 1.59952 1.81971
31 H -3.23187 0.68511 0.30448
32 H -2.15505 2.03225 0.68878
33 N -1.13409 -4.66165 -0.45892
34 C -0.00940 -4.83792 0.28272
35 O 0.25244 -5.88155 0.84550
36 C 0.91060 -3.65696 0.37404
37 C 1.77362 -3.57152 1.45911
38 C 2.60093 -2.46685 1.58715
39 C 2.54985 -1.49436 0.60745
40 N 1.71639 -1.56403 -0.44381
41 C 0.91143 -2.62160 -0.54668
42 H -1.78166 -5.43013 -0.49958
43 H -1.44756 -3.75043 -0.74045
44 H 1.76875 -4.37308 2.18643
45 H 3.27225 -2.35242 2.42581
46 H 3.19041 -0.61789 0.64067
47 H 0.24924 -2.61048 -1.40372

Calculated values
**Spin multiplicity**: 2
**Frontier orbital gap (spin up / spin down)**: 7.02 / 6.31 eV
**Net charge**: 0
**ΔE to the lowest compared entry with this formula, charge and spin**: 121.0 kJ/mol

Results of the Mulliken charge analysis, in e, for atoms 1 through 6: 0.78 -0.15 0.23 0.39 -0.14 -0.18

Record 4
Molecular formula: C15H15BrMoN2O4
Method: DFT, ωB97M-V/def2-TZVPD

Element x y z (Å)
1 Mo -0.03692 0.48075 -0.07340
2 C -3.09881 1.77677 1.81876
3 C -2.16883 2.80883 1.73667
4 C -1.46417 3.02407 0.55866
5 C -1.69975 2.19670 -0.55523
6 C -2.60827 1.12102 -0.44722
7 C -3.30977 0.92426 0.74268
8 H -3.67014 1.64038 2.72742
9 H -2.01377 3.46606 2.58187
10 H -0.78604 3.86301 0.46688
11 H -1.33531 2.49814 -1.53202
12 H -2.88456 0.55899 -1.33241
13 H -4.04046 0.12952 0.81094
14 Br 3.53561 -0.20191 -1.16958
15 C 2.99342 -0.79626 0.51914
16 C 3.94679 -1.46118 1.29298
17 C 3.61027 -1.89821 2.55496
18 C 2.32373 -1.64866 3.03318
19 C 1.45368 -0.98607 2.20861
20 N 1.75184 -0.56847 0.95475
21 C 0.08390 -0.63825 2.68180
22 O -0.44526 -0.89862 3.69617
23 O -0.53033 0.11998 1.67078
24 H 4.93694 -1.61329 0.88882
25 H 4.33769 -2.41486 3.16680
26 H 1.99795 -1.94529 4.02072
27 N -0.39231 -1.57670 -1.36198
28 C -0.66499 -1.41728 -2.82406
29 C 0.38979 -0.62399 -3.61210
30 C 0.44388 0.80859 -3.19419
31 O 0.32185 1.84012 -3.72620
32 O 0.58830 0.77465 -1.74178
33 H 0.43603 -2.15709 -1.23946
34 H -1.16194 -2.11726 -0.97138
35 H -1.64204 -0.94409 -2.92609
36 H -0.73759 -2.40110 -3.28730
37 H 0.15824 -0.66391 -4.67560
38 H 1.38132 -1.05934 -3.46258

Calculated values
**Spin multiplicity**: 3
**Frontier orbital gap (spin up / spin down)**: 7.00 / 7.60 eV
**Net charge**: +2

Results of the Mulliken charge analysis, in e, for atoms 1 through 6: 1.54 -0.53 -0.56 -0.45 -0.74 0.13

Record 5
Molecular formula: C15H15Cl2CrF5O15
Method: DFT, ωB97M-V/def2-TZVPD

Element x y z (Å)
1 Cr 0.29526 -0.41227 -0.52424
2 Cl 1.28923 -2.18386 0.54202
3 Cl -0.80555 1.43926 -1.36313
4 C 4.85768 2.67581 -1.11751
5 C 4.68085 2.69851 0.38454
6 O 3.37496 2.14244 0.51671
7 C 3.14568 1.35634 -0.53901
8 O 2.25101 0.58329 -0.66628
9 O 4.08192 1.52065 -1.48515
10 F 4.65663 3.95457 0.89219
11 H 5.87776 2.60171 -1.47924
12 H 4.40237 3.56761 -1.55697
13 H 5.40598 2.12485 0.95965
14 C -3.67689 -3.82741 -0.68513
15 C -4.36104 -2.59469 -1.24275
16 O -3.25749 -1.89697 -1.82713
17 C -2.12979 -2.31269 -1.23250
18 O -1.05531 -1.82465 -1.41941
19 O -2.35414 -3.34764 -0.42521
20 F -4.89907 -1.82110 -0.26957
21 H -3.69966 -4.65240 -1.39541
22 H -4.11377 -4.16819 0.25082
23 H -5.09551 -2.74022 -2.02935
24 C 0.98209 3.45346 3.53384
25 C 0.55414 2.30435 4.44700
26 O 0.25487 1.26187 3.54536
27 C 0.63944 1.59742 2.30126
28 O 0.57428 0.85431 1.37440
29 O 1.09468 2.84588 2.24376
30 F -0.58473 2.61265 5.12530
31 H 1.92240 3.90818 3.84707
32 H 0.25764 4.26523 3.48005
33 H 1.30221 1.97325 5.16131
34 C -3.51389 -1.53586 3.49765
35 C -3.06885 -0.12549 3.85719
36 O -2.43850 0.29301 2.65721
37 C -2.12259 -0.77701 1.92227
38 O -1.50569 -0.73059 0.90395
39 O -2.61967 -1.89799 2.45623
40 F -2.18053 -0.07604 4.87798
41 H -4.55878 -1.49090 3.17957
42 H -3.45121 -2.25091 4.31380
43 H -3.88343 0.56848 4.04620
44 C 1.55140 -1.78911 -5.65067
45 C 1.37072 -0.28996 -5.76554
46 O 0.75637 0.00015 -4.49468
47 C 1.18632 -0.92231 -3.63244
48 O 1.08723 -0.84261 -2.44784
49 O 1.76962 -1.95852 -4.25497
50 F 0.53116 0.05726 -6.75249
51 H 2.32701 -2.23564 -6.26644
52 H 0.61420 -2.26185 -5.96598
53 H 2.28100 0.30634 -5.82830

Calculated values
**Spin multiplicity**: 4
**Frontier orbital gap (spin up / spin down)**: 7.80 / 9.70 eV
**Net charge**: +1

Results of the Mulliken charge analysis, in e, for atoms 1 through 6: 1.31 -0.44 -0.49 -0.47 0.26 -0.12